A cluster of 2 separate species, C36H43O8S2 in total at a distorted geometry, computed with ωB97M-V with the def2-TZVPD basis set.

Computed properties:
frontier orbital gap: 0.1712 Eh
net charge: -1
E_HOMO: -3.172 eV
calculated total energy: -2795.83443 a.u.

Each line ends with the Mulliken charge.
CARTESIAN COORDINATES (ANGSTROEM)
C  2.562  3.633  -0.253  -0.8499
C  1.068  3.833  -0.174  -0.3572
O  0.492  2.831  0.702  -0.2186
C  -0.853  3.023  0.807  0.1646
C  -1.435  2.453  2.020  0.7317
C  -2.500  3.200  2.664  0.6530
O  -3.176  2.685  3.578  -0.7928
C  -2.820  4.670  2.338  -1.2377
C  -3.900  4.882  1.280  -0.6396
C  -5.210  4.109  1.525  -1.0361
C  -5.266  2.785  0.728  -0.5682
C  -5.540  1.525  1.551  -0.7321
C  -4.921  0.243  0.968  -1.5294
C  -3.408  0.174  1.108  1.4347
C  -2.887  -0.134  2.507  -1.2073
C  -1.354  -0.065  2.604  0.4095
C  -0.754  1.351  2.751  -0.7321
O  -1.478  3.636  -0.057  -0.7137
H  3.002  4.466  -0.809  0.4690
H  3.038  3.623  0.736  0.2383
H  2.814  2.709  -0.784  0.0509
H  0.854  4.825  0.259  0.2722
H  0.576  3.741  -1.155  0.2913
H  -3.170  5.125  3.275  0.4869
H  -1.895  5.174  2.028  0.3107
H  -4.113  5.959  1.229  0.3946
H  -3.467  4.606  0.314  0.3179
H  -5.334  3.935  2.603  0.4818
H  -6.038  4.751  1.188  0.4459
H  -6.076  2.882  -0.012  0.5922
H  -4.341  2.668  0.146  0.2131
H  -5.177  1.672  2.577  0.3324
H  -6.631  1.402  1.617  0.4415
H  -5.370  -0.625  1.463  0.4299
H  -5.168  0.178  -0.098  0.3195
H  -3.029  -0.605  0.439  -0.1087
H  -2.950  1.107  0.758  -0.3365
H  -3.316  0.570  3.233  0.2353
H  -3.221  -1.152  2.775  0.5938
H  -1.053  -0.634  3.497  0.5215
H  -0.903  -0.569  1.736  -0.6979
H  0.291  1.347  2.406  -0.1275
H  -0.797  1.627  3.819  0.4443
C  7.495  0.303  -1.407  -0.7790
O  6.737  0.452  -0.189  -0.4482
C  5.378  0.462  -0.240  0.9091
C  4.698  0.579  0.998  -0.8495
C  3.327  0.432  1.061  -0.1016
C  2.602  -0.019  -0.062  0.0934
C  1.231  -0.546  -0.007  -1.0734
C  1.049  -1.871  -0.318  -0.1844
S  -0.464  -2.552  -0.972  1.1169
C  -0.532  -2.168  -2.725  0.2070
C  -1.304  -1.078  -3.128  -0.3870
C  -1.250  -0.651  -4.454  -0.5826
C  -0.455  -1.334  -5.382  -0.4615
C  0.217  -2.495  -4.993  -0.6172
C  0.161  -2.932  -3.668  -0.2421
O  -0.407  -3.993  -0.854  -0.6604
O  -1.541  -1.819  -0.346  -0.5634
S  2.462  -3.007  -0.504  1.6654
C  2.178  -4.781  -0.275  0.1188
C  2.672  -5.674  -1.229  -0.3600
C  2.536  -7.052  -1.019  -0.6666
C  1.955  -7.534  0.159  -0.4094
C  1.489  -6.629  1.119  -0.6923
C  1.619  -5.253  0.911  -0.2478
O  2.805  -2.891  -1.917  -0.6351
O  3.434  -2.711  0.527  -0.7349
C  3.272  -0.018  -1.307  -0.4738
C  4.615  0.289  -1.421  -0.6199
H  8.514  0.561  -1.120  0.2592
H  7.454  -0.734  -1.767  0.3000
H  7.138  0.986  -2.187  0.2991
H  5.292  0.738  1.898  0.4368
H  2.768  0.578  1.986  0.3940
H  0.376  0.122  0.081  0.7824
H  -1.935  -0.574  -2.400  0.4610
H  -1.827  0.222  -4.757  0.4132
H  -0.374  -0.969  -6.409  0.3569
H  0.794  -3.063  -5.721  0.3841
H  0.645  -3.858  -3.368  0.3826
H  3.151  -5.282  -2.126  0.4509
H  2.900  -7.742  -1.782  0.3675
H  1.872  -8.611  0.327  0.3593
H  1.027  -6.992  2.039  0.3748
H  1.289  -4.541  1.665  0.4295
H  2.703  -0.271  -2.199  0.5584
H  5.087  0.307  -2.404  0.2787